A molecular structure, C8H12N3O2 in a non-equilibrium geometry. Source: OMol25; level of theory: ωB97M-V/def2-TZVPD.

```
25
Properties=species:S:1:pos:R:3
C 2.7671 1.6770 -0.4092
C 1.8440 0.5634 -0.2341
C 0.5263 0.8528 -0.3110
C -1.7105 1.3786 -1.4469
C -0.2622 2.4386 0.6225
C -1.5031 0.2794 0.8770
C 0.4514 -3.9460 0.2309
C -0.8065 1.1679 -0.1424
N 3.5538 2.4783 -0.5873
N 2.6584 -0.5544 0.0090
N 0.6194 -1.4913 -0.1205
O 1.9128 -1.6773 0.0030
O -0.0870 -2.6313 -0.0808
H -1.5072 2.3324 -1.8853
H -1.4500 0.6599 -2.1265
H -2.7023 1.1463 -1.2252
H 0.2256 2.1479 1.4994
H 0.4495 3.0996 0.1369
H -1.2182 2.9742 0.7993
H -1.0369 0.1851 1.8687
H -2.4877 0.6785 1.1286
H -1.7861 -0.7363 0.4252
H 1.3215 -3.9106 0.9195
H 0.6531 -4.5272 -0.6831
H -0.4253 -4.5855 0.7323
```

Results
* Kohn-Sham gap (spin up / spin down): 7.42 / 7.83 eV
* HOMO energy (spin up / spin down): -13.49 / -13.68 eV
* charge: +1
* ΔE to the lowest compared entry with this formula, charge and spin: 13.697 eV
* molar mass: 182.203 g mol⁻¹
* spin multiplicity: 1
* E_LUMO (spin up / spin down): -6.071 / -5.847 eV